Computed, not measured: a 6-piece molecular cluster, C8H30N2O6 overall in a non-equilibrium geometry, with ωB97M-V/def2-TZVPD.

XYZ file:
```
46
Properties=species:S:1:pos:R:3:mulliken_charge:R:1
C -3.338 1.530 -3.174 -2.013
C -2.195 0.799 -3.794 0.656
C -2.260 0.650 -5.289 -0.877
O -3.408 -0.152 -5.586 -0.253
C -3.868 -0.237 -6.938 -0.759
N -0.922 1.386 -3.369 -0.797
H -3.184 1.751 -2.118 0.702
H -4.233 0.911 -3.247 0.241
H -3.410 2.509 -3.647 0.263
H -2.339 -0.207 -3.400 0.167
H -1.362 0.160 -5.663 0.284
H -2.332 1.586 -5.843 0.422
H -3.799 -1.232 -7.377 0.251
H -3.244 0.366 -7.597 0.332
H -4.882 0.162 -6.959 0.254
H -0.727 2.305 -3.740 0.362
H -0.993 1.323 -2.363 0.395
C 5.278 -1.300 4.265 -1.374
C 4.087 -1.832 5.118 0.532
C 2.739 -2.058 4.393 -0.842
O 2.029 -0.916 3.971 -0.261
C 0.773 -1.214 3.334 -0.744
N 4.562 -3.032 5.766 -0.755
H 5.721 -1.993 3.550 0.328
H 6.043 -0.963 4.965 0.371
H 4.952 -0.456 3.657 0.373
H 3.901 -1.203 5.989 0.199
H 2.015 -2.636 4.966 0.402
H 2.914 -2.743 3.563 0.317
H 0.643 -0.399 2.621 0.099
H -0.006 -1.283 4.094 0.311
H 0.842 -2.120 2.732 0.346
H 5.513 -3.007 6.103 0.260
H 4.781 -3.668 5.012 0.272
O 0.524 -1.496 -0.085 -0.714
H 0.107 -2.022 -0.768 0.302
H 0.011 -0.688 -0.058 0.433
O 0.205 2.684 2.186 -0.947
H 0.955 2.198 2.527 0.160
H 0.587 3.462 1.780 0.660
O -1.275 0.562 -0.056 -1.108
H -2.099 0.997 -0.275 0.189
H -0.985 0.989 0.749 0.527
O -2.980 3.211 -0.144 -0.555
H -2.986 3.545 0.753 0.203
H -2.355 3.771 -0.604 0.389
```

The multiplicity is 2. As for the energy relative to the best compared isomer or geometry (same formula, charge and spin): 64.8 kJ/mol. The calculation puts the orbital gap (alpha / beta) at 2.2 / 9.1 eV. For the total energy, the calculation gives -883.6477 a.u. The charge is -1.

***

Computed, not measured: a 6-piece molecular cluster, C8H30N2O6 overall in a non-equilibrium geometry, with ωB97M-V/def2-TZVPD.

XYZ file:
```
46
Properties=species:S:1:pos:R:3:mulliken_charge:R:1
C 2.067 2.873 2.695 -0.761
O 1.781 2.023 1.572 -0.252
C 2.833 1.155 1.265 -1.041
C 2.569 -0.392 1.120 1.018
C 1.952 -0.916 2.413 -1.088
N 3.936 -0.990 0.899 -0.809
H 1.787 2.549 3.665 0.297
H 1.399 3.734 2.571 0.243
H 3.142 3.162 2.654 0.343
H 3.348 1.401 0.343 0.206
H 3.587 1.148 2.019 0.544
H 1.917 -0.551 0.291 -0.148
H 1.938 -2.000 2.235 0.295
H 0.910 -0.577 2.545 0.309
H 2.502 -0.621 3.306 0.298
H 3.784 -1.987 0.963 0.293
H 4.322 -0.885 -0.057 0.279
C -3.131 -0.995 -2.504 -0.688
O -1.978 -1.129 -1.710 -0.155
C -2.144 -2.276 -0.855 -1.010
C -1.164 -2.057 0.336 1.163
C -0.875 -3.336 1.085 -1.564
N -1.564 -1.005 1.249 -0.564
H -3.199 -1.674 -3.387 0.309
H -3.041 0.009 -2.944 0.095
H -4.102 -1.071 -1.959 0.311
H -3.119 -2.335 -0.450 0.485
H -1.947 -3.189 -1.441 0.342
H -0.231 -1.704 -0.106 -0.354
H -0.636 -4.121 0.337 0.347
H -1.744 -3.509 1.710 0.352
H -0.104 -3.188 1.821 0.329
H -1.403 -0.142 0.776 0.262
H -2.560 -1.100 1.328 0.293
O 0.621 0.043 -2.232 -0.725
H 0.348 0.681 -2.944 0.342
H -0.052 -0.649 -2.197 0.388
O -0.762 1.903 -0.536 -0.631
H -0.262 1.206 -0.981 0.284
H -0.064 2.455 -0.142 0.349
O -0.739 2.145 -3.693 -0.638
H -0.613 2.910 -3.169 0.299
H -1.677 1.941 -3.740 0.301
O -2.579 3.626 -1.750 -0.629
H -3.075 4.288 -1.257 0.280
H -1.976 3.146 -1.144 0.398
```

The multiplicity is 1. As for the energy relative to the best compared isomer or geometry (same formula, charge and spin): 51.0 kJ/mol. The calculation puts the orbital gap at 9.9 eV. For the total energy, the calculation gives -883.7012 a.u. The SMILES is COC[C@H](C)N.COC[C@H](C)N.O.O.O.O.

***

Computed, not measured: a 7-piece molecular cluster, C8H30N6O7 overall in a non-equilibrium geometry, with ωB97M-V/def2-TZVPD.

XYZ file:
```
51
Properties=species:S:1:pos:R:3:mulliken_charge:R:1
N 16.640 -26.600 3.615 -0.234
C 16.300 -27.620 4.319 0.528
N 15.497 -27.419 5.314 -0.438
O 16.846 -28.817 4.197 -0.757
H 17.335 -26.895 2.928 0.224
H 16.507 -25.573 3.691 0.221
H 15.306 -28.200 5.958 0.157
H 15.130 -26.440 5.468 0.336
N 17.087 -24.394 9.245 -0.294
C 17.957 -24.266 10.166 0.740
N 17.913 -23.134 10.826 -0.439
O 18.932 -25.212 10.557 -0.729
H 17.224 -25.206 8.653 -0.073
H 16.342 -23.680 9.037 0.127
H 18.621 -22.998 11.565 0.287
H 17.088 -22.455 10.781 0.201
N 18.324 -23.677 4.913 -0.191
C 19.070 -23.940 3.861 0.417
N 19.191 -22.856 3.170 -0.335
O 19.470 -25.240 3.662 -0.673
H 18.388 -24.510 5.529 -0.252
H 18.390 -22.718 5.401 0.340
H 19.758 -22.851 2.267 0.294
H 18.896 -21.929 3.565 0.213
C 19.797 -26.139 7.260 -1.025
C 18.648 -26.866 6.687 -0.425
O 17.611 -25.951 6.684 0.498
H 20.688 -26.668 7.270 0.585
H 19.699 -25.874 8.296 0.343
H 20.068 -25.304 6.590 -0.109
H 18.333 -27.608 7.410 0.422
H 18.820 -27.335 5.656 0.298
H 16.911 -26.396 6.189 -0.283
C 15.392 -27.400 9.078 -0.218
O 15.089 -26.350 10.016 -0.614
H 14.568 -28.054 9.032 0.382
H 16.306 -27.899 9.364 0.287
H 15.539 -26.897 8.149 -0.194
H 15.818 -25.774 10.081 0.333
C 14.844 -24.182 6.824 -0.600
O 14.136 -24.890 5.844 -0.575
H 14.705 -24.753 7.745 0.321
H 14.443 -23.192 6.884 0.444
H 15.901 -24.077 6.494 0.124
H 13.253 -24.915 6.138 0.288
C 21.407 -22.909 6.549 -0.290
O 21.204 -21.552 6.846 -0.560
H 22.460 -23.166 6.579 0.398
H 21.043 -23.086 5.560 0.103
H 21.015 -23.516 7.306 0.086
H 22.014 -21.125 7.144 0.311
```

The multiplicity is 1. As for the energy relative to the best compared isomer or geometry (same formula, charge and spin): 335.5 kJ/mol. The calculation puts the orbital gap at 9.1 eV. For the total energy, the calculation gives -1177.9373 a.u. The SMILES is NC(N)=O.NC(N)=O.NC(N)=O.CCO.CO.CO.CO.

***

Computed, not measured: a 7-piece molecular cluster, C8H30N8O7 overall in a non-equilibrium geometry, with ωB97M-V/def2-TZVPD.

XYZ file:
```
53
Properties=species:S:1:pos:R:3:mulliken_charge:R:1
N -0.967 0.235 -1.709 -0.222
C -0.608 -0.574 -2.654 0.350
N -1.347 -0.600 -3.686 -0.366
O 0.547 -1.241 -2.572 -0.687
H -0.275 0.275 -0.856 0.256
H -1.951 0.431 -1.622 0.224
H -1.197 -1.267 -4.451 0.303
H -2.295 -0.060 -3.704 0.189
N -0.736 5.303 -1.137 -0.427
C -0.060 4.755 -0.177 0.430
N 0.259 3.602 -0.673 -0.330
O 0.271 5.343 1.078 -0.662
H -1.314 4.820 -1.802 0.179
H -0.915 6.338 -1.145 0.259
H 0.625 2.938 0.035 0.543
H 0.131 3.147 -1.564 0.252
N 1.029 1.928 1.342 -0.099
C 0.408 0.832 1.341 0.061
N 0.608 0.106 0.216 0.626
O -0.452 0.445 2.313 -0.746
H 0.955 2.341 2.317 0.276
H 1.911 1.980 0.761 -0.023
H 0.226 -0.824 0.340 -0.164
H 1.499 0.131 -0.332 0.043
N 2.908 -0.077 -0.966 -0.379
C 3.569 0.463 0.019 0.442
N 3.455 1.826 0.095 -0.550
O 4.233 -0.273 0.947 -0.679
H 2.759 -1.089 -0.882 0.350
H 2.594 0.384 -1.829 0.306
H 3.807 2.133 0.966 0.282
H 3.301 2.523 -0.709 0.289
C -4.256 -1.987 1.598 -1.162
C -3.528 -0.658 1.339 0.763
O -4.181 0.181 0.430 -0.623
H -4.576 -2.376 0.642 0.341
H -5.129 -1.782 2.193 0.356
H -3.599 -2.733 2.117 0.270
H -2.595 -0.814 0.788 -0.409
H -3.445 -0.079 2.263 0.245
H -3.614 0.941 0.279 0.308
C -0.422 -2.567 2.090 -0.770
O -0.625 -2.450 0.652 -0.735
H -1.349 -2.249 2.654 0.236
H 0.465 -2.168 2.513 0.319
H -0.227 -3.580 2.235 0.464
H -1.400 -2.974 0.430 0.281
C 2.919 -3.666 -0.217 -0.866
O 2.041 -2.563 -0.439 -0.445
H 3.602 -3.614 0.608 0.292
H 3.463 -3.823 -1.196 0.277
H 2.324 -4.601 -0.120 0.326
H 1.154 -2.715 -0.159 0.209
```

The multiplicity is 1. As for the energy relative to the best compared isomer or geometry (same formula, charge and spin): 631.8 kJ/mol. The calculation puts the orbital gap at 9.4 eV. For the total energy, the calculation gives -1287.4222 a.u. The SMILES is NC(N)=O.NC(N)=O.NC(N)=O.NC(N)=O.CCO.CO.CO.

***

Which of these has the lowest total energy?
C8H30N8O7

***

Look up the total energy of the first one.
-883.6477 a.u.

***

Look up the multiplicity of the second one.
1

***

Please write out number 3 again, unchanged.
Computed, not measured: a 7-piece molecular cluster, C8H30N6O7 overall in a non-equilibrium geometry, with ωB97M-V/def2-TZVPD.

XYZ file:
```
51
Properties=species:S:1:pos:R:3:mulliken_charge:R:1
N 16.640 -26.600 3.615 -0.234
C 16.300 -27.620 4.319 0.528
N 15.497 -27.419 5.314 -0.438
O 16.846 -28.817 4.197 -0.757
H 17.335 -26.895 2.928 0.224
H 16.507 -25.573 3.691 0.221
H 15.306 -28.200 5.958 0.157
H 15.130 -26.440 5.468 0.336
N 17.087 -24.394 9.245 -0.294
C 17.957 -24.266 10.166 0.740
N 17.913 -23.134 10.826 -0.439
O 18.932 -25.212 10.557 -0.729
H 17.224 -25.206 8.653 -0.073
H 16.342 -23.680 9.037 0.127
H 18.621 -22.998 11.565 0.287
H 17.088 -22.455 10.781 0.201
N 18.324 -23.677 4.913 -0.191
C 19.070 -23.940 3.861 0.417
N 19.191 -22.856 3.170 -0.335
O 19.470 -25.240 3.662 -0.673
H 18.388 -24.510 5.529 -0.252
H 18.390 -22.718 5.401 0.340
H 19.758 -22.851 2.267 0.294
H 18.896 -21.929 3.565 0.213
C 19.797 -26.139 7.260 -1.025
C 18.648 -26.866 6.687 -0.425
O 17.611 -25.951 6.684 0.498
H 20.688 -26.668 7.270 0.585
H 19.699 -25.874 8.296 0.343
H 20.068 -25.304 6.590 -0.109
H 18.333 -27.608 7.410 0.422
H 18.820 -27.335 5.656 0.298
H 16.911 -26.396 6.189 -0.283
C 15.392 -27.400 9.078 -0.218
O 15.089 -26.350 10.016 -0.614
H 14.568 -28.054 9.032 0.382
H 16.306 -27.899 9.364 0.287
H 15.539 -26.897 8.149 -0.194
H 15.818 -25.774 10.081 0.333
C 14.844 -24.182 6.824 -0.600
O 14.136 -24.890 5.844 -0.575
H 14.705 -24.753 7.745 0.321
H 14.443 -23.192 6.884 0.444
H 15.901 -24.077 6.494 0.124
H 13.253 -24.915 6.138 0.288
C 21.407 -22.909 6.549 -0.290
O 21.204 -21.552 6.846 -0.560
H 22.460 -23.166 6.579 0.398
H 21.043 -23.086 5.560 0.103
H 21.015 -23.516 7.306 0.086
H 22.014 -21.125 7.144 0.311
```

The multiplicity is 1. As for the energy relative to the best compared isomer or geometry (same formula, charge and spin): 335.5 kJ/mol. The calculation puts the orbital gap at 9.1 eV. For the total energy, the calculation gives -1177.9373 a.u. The SMILES is NC(N)=O.NC(N)=O.NC(N)=O.CCO.CO.CO.CO.